{"formula": "C3H4N2O", "method": "wB97M-V/def2-TZVPD", "e_above_lowest_kcal_mol": 59.5, "lumo_ev": -0.12, "spin_multiplicity": 1, "smiles": "O[C@H]1C=CN=N1", "homo_lumo_gap_ha": 0.348, "e_tot_ev": -8201.3066, "homo_energy_ev": -9.6, "symbols": ["O", "C", "C", "C", "N", "N", "H", "H", "H", "H"], "coordinates": [[1.12143, -0.16182, 1.67528], [0.45392, 0.35677, 0.57727], [0.37016, -0.40794, -0.71240], [-0.85309, -0.16603, -1.17824], [-1.62409, 0.57868, -0.21106], [-0.93892, 0.80887, 0.80721], [0.65606, -0.94572, 1.99259], [0.95028, 1.31176, 0.34687], [1.18291, -0.95059, -1.17646], [-1.31865, -0.42397, -2.12107]], "forces_ev_per_angstrom": [[-0.176, -0.201, 0.100], [0.023, 0.115, -0.216], [-0.129, 0.090, -0.047], [0.167, -0.116, -0.028], [0.209, 0.003, 0.319], [-0.121, -0.032, -0.278], [0.014, 0.065, -0.049], [0.052, -0.043, -0.030], [-0.099, 0.152, 0.043], [0.060, -0.032, 0.185]], "nbo_charge": [-0.675, 0.124, -0.235, -0.098, -0.146, -0.125, 0.477, 0.223, 0.236, 0.219]}